[1]
{"formula": "C5H5N", "method": "ωB97M-V with the def2-TZVPD basis set", "charge": 0, "lumo_ev": 0.1, "smiles": "CC#CCC#N", "symbols": ["C", "C", "C", "C", "C", "N", "H", "H", "H", "H", "H"], "xyz": [[-1.86617, 0.07282, -0.49712], [-0.80124, -0.91470, -0.67581], [0.30989, -1.02170, -0.20616], [1.13265, -0.17292, 0.65578], [2.36735, 0.23047, -0.00899], [3.29984, 0.64277, -0.54982], [-2.11377, 0.74061, -1.33600], [-1.36115, 0.63928, 0.34459], [-2.79093, -0.36716, -0.13361], [0.47040, 0.76511, 0.76786], [1.35313, -0.61457, 1.63928]], "nbo_charge": [-0.658, 0.046, -0.013, -0.554, 0.282, -0.303, 0.239, 0.210, 0.235, 0.247, 0.268]}


[2]
{"formula": "C37H42GeN7O5ReS2", "method": "ωB97M-V with the def2-TZVPD basis set", "spin_multiplicity": 2, "s2": 0.755, "charge": 1, "lumo_ev": [-2.4, -3.1], "symbols": ["Re", "N", "C", "O", "C", "C", "H", "H", "H", "H", "H", "H", "N", "C", "C", "C", "C", "C", "C", "S", "O", "O", "N", "C", "N", "C", "C", "C", "N", "H", "H", "H", "H", "H", "H", "H", "H", "H", "C", "N", "C", "S", "N", "C", "H", "H", "H", "H", "H", "H", "H", "H", "O", "C", "O", "C", "C", "Ge", "C", "C", "C", "C", "C", "C", "C", "C", "C", "C", "C", "C", "C", "C", "C", "C", "C", "C", "H", "H", "H", "H", "H", "H", "H", "H", "H", "H", "H", "H", "H", "H", "H", "H", "H", "H", "H"], "xyz": [[0.04345, -0.09191, -0.09631], [3.22694, 2.45461, -1.04341], [2.08240, 1.92348, -0.63899], [1.89501, 0.68754, -0.75984], [1.00501, 2.76013, -0.02085], [-0.29251, 1.95514, -0.08076], [3.89715, 1.87053, -1.52051], [3.36668, 3.44894, -1.02920], [0.94373, 3.72701, -0.52681], [1.30716, 2.95401, 1.01176], [-0.79410, 2.10130, -1.04526], [-1.01237, 2.25100, 0.68489], [-7.16326, 0.86994, 3.99869], [-6.28698, 0.59726, 2.97635], [-5.63540, 1.63517, 2.29848], [-4.72529, 1.35637, 1.29777], [-4.44142, 0.03590, 0.96157], [-5.10223, -1.00566, 1.60851], [-6.00550, -0.72711, 2.61306], [-3.32391, -0.27103, -0.35392], [-3.04722, 0.99547, -0.95722], [-3.77897, -1.38829, -1.12402], [-1.87294, -0.71035, 0.37671], [-1.59835, -1.94212, 0.91551], [-0.25790, -1.97375, 0.97330], [0.33055, -3.05854, 1.45466], [-0.44322, -4.11864, 1.88983], [-1.82505, -3.97623, 1.79925], [-2.42758, -2.88618, 1.31954], [-7.55055, 1.79652, 4.04911], [-7.79552, 0.13968, 4.27766], [-5.86085, 2.66443, 2.55041], [-4.24094, 2.16062, 0.75923], [-4.90869, -2.02566, 1.31187], [-6.52180, -1.53802, 3.11215], [1.41332, -3.06957, 1.48528], [0.00660, -5.02167, 2.27197], [-2.48088, -4.77019, 2.13759], [-2.23428, 0.80498, 4.26076], [-1.28192, 0.61396, 3.18002], [0.02877, 0.54227, 3.35043], [1.12165, 0.21492, 2.04105], [0.51256, 0.69595, 4.58307], [1.91257, 0.67053, 4.98083], [-3.21107, 0.98620, 3.82483], [-1.97005, 1.67792, 4.86103], [-2.29691, -0.07755, 4.90257], [-1.63297, 0.35321, 2.26603], [-0.15960, 0.79622, 5.32726], [2.54252, 0.58490, 4.10264], [2.09841, -0.18194, 5.63292], [2.16049, 1.59156, 5.50568], [0.44236, -1.87511, -1.34579], [-0.31569, -1.38974, -2.24424], [-0.62744, -0.16348, -2.08125], [-0.89400, -2.14564, -3.38770], [0.11450, -2.43673, -4.50885], [0.74769, -0.90160, -5.57078], [-0.68138, 0.39248, -5.82081], [-0.41679, 1.75926, -5.90199], [-1.43053, 2.67060, -6.16084], [-2.73213, 2.22740, -6.34563], [-3.01353, 0.87145, -6.27398], [-1.99489, -0.03463, -6.01432], [1.32777, -1.54489, -7.31370], [2.45377, -2.36359, -7.41585], [2.87851, -2.84116, -8.64588], [2.18231, -2.50046, -9.79830], [1.06543, -1.68390, -9.71478], [0.64131, -1.21131, -8.47916], [2.35292, -0.16226, -4.72928], [3.10449, 0.80201, -5.40878], [4.32424, 1.24162, -4.91939], [4.83445, 0.70269, -3.74462], [4.10732, -0.25736, -3.05827], [2.87297, -0.67651, -3.54378], [-1.72866, -1.54293, -3.74164], [-1.29531, -3.08157, -2.99105], [-0.34773, -3.14025, -5.20298], [0.99531, -2.94614, -4.11031], [0.59095, 2.12900, -5.74945], [-1.20443, 3.72767, -6.21923], [-3.52420, 2.93681, -6.54680], [-4.02600, 0.51818, -6.42050], [-2.23749, -1.09183, -5.98572], [3.02041, -2.62306, -6.52685], [3.75429, -3.47414, -8.70919], [2.51372, -2.86928, -10.76038], [0.52408, -1.41260, -10.61199], [-0.23292, -0.57163, -8.42700], [2.75513, 1.18971, -6.35984], [4.89249, 1.98136, -5.46868], [5.80684, 1.01632, -3.38336], [4.50721, -0.70586, -2.15745], [2.33510, -1.43539, -2.98934]], "lowdin_spin": [0.846, 0.000, 0.002, 0.019, 0.005, 0.012, 0.000, 0.000, -0.001, 0.000, 0.003, 0.005, 0.001, 0.001, 0.000, 0.001, 0.000, 0.001, 0.000, 0.003, 0.000, 0.002, 0.040, 0.013, -0.002, 0.002, 0.001, 0.003, 0.002, 0.000, 0.000, 0.000, 0.000, 0.000, 0.000, 0.000, 0.000, 0.000, 0.000, 0.003, 0.004, 0.005, 0.003, 0.000, 0.000, 0.000, 0.000, 0.000, 0.000, 0.000, 0.000, 0.000, 0.005, 0.014, 0.001, 0.002, 0.002, 0.000, 0.000, 0.000, 0.000, 0.000, 0.000, 0.000, 0.000, 0.000, 0.000, 0.000, 0.000, 0.000, 0.000, 0.000, 0.000, 0.000, 0.000, 0.000, 0.000, 0.000, 0.000, 0.000, 0.000, 0.000, 0.000, 0.000, 0.000, 0.000, 0.000, 0.000, 0.000, 0.000, 0.000, 0.000, 0.000, 0.000, 0.000]}


[3]
{"formula": "C4H3N3O", "method": "ωB97M-V with the def2-TZVPD basis set", "charge": 0, "lumo_ev": -0.1, "smiles": "C1=NN=C2ON=C[C@@H]12", "symbols": ["C", "N", "N", "C", "O", "N", "C", "C", "H", "H", "H"], "xyz": [[0.31756, -0.81209, -1.19382], [1.58965, -0.96058, -0.90111], [1.83025, -0.51991, 0.48441], [0.67349, -0.11364, 0.90151], [0.37873, 0.73409, 1.82659], [-0.63057, 1.68003, 1.14763], [-1.07246, 1.04528, 0.15677], [-0.46206, -0.35526, 0.09078], [0.16522, -1.05162, -2.32045], [-1.78166, 1.58086, -0.69197], [-1.00813, -1.22716, 0.49967]], "nbo_charge": [0.012, -0.214, -0.294, 0.504, -0.356, -0.063, 0.056, -0.442, 0.241, 0.259, 0.295]}


It is found that the relative energy (zero: lowest compared OMol25 entry of this formula, charge and spin) values, taken in the order of the records, are 88.1, 0.0, 106.5 kcal per mole.